9
Properties=species:S:1:pos:R:3:lowdin_spin:R:1 method="wB97M-V/def2-TZVPD" spin_multiplicity=3 total_charge=+1 relative_energy_kj_mol=288.24 orbital_gap_ev="7.27 / 7.23" homo_ev="-12.552 / -14.565" energy_ha=-548.32900 fmax_ev_per_a=3.142
C 0.77338 0.45801 -0.59871 0.670
N 1.62349 -0.20664 0.06124 0.069
N -1.31442 -0.53482 0.44388 0.678
S -2.78470 0.01548 0.04985 0.476
H 1.20537 1.39914 -1.17544 0.060
H 2.57526 0.14550 -0.14628 0.021
H 1.66767 -1.12320 0.68453 0.010
H -1.07699 -1.26466 -0.27501 0.005
H -2.66907 1.11118 0.95593 0.012